The following is a DFT calculation (ωB97M-V/def2-TZVPD) of a 14-piece molecular cluster, C48H89Br6N3O30 overall.

```
176
Properties=species:S:1:pos:R:3:forces:R:3
C -13.1958 -29.4480 1.3812 0.3696 0.0028 0.3111
O -12.1858 -29.8016 0.4406 -0.4327 -0.1246 -0.0171
C -11.4083 -28.7405 -0.0369 0.5666 1.5656 -0.1146
C -10.3426 -29.2455 -0.9830 0.0107 -1.2554 -1.1529
N -9.3929 -28.3381 -1.6175 0.2751 0.6766 2.0742
C -8.6150 -28.8334 -2.7309 -1.2402 1.5868 -0.0802
C -7.7354 -27.7458 -3.3525 -0.0079 0.4778 0.2300
O -8.3851 -26.6855 -4.1196 0.0248 -2.0622 0.7810
C -7.4677 -25.7677 -4.6368 -0.2369 0.8124 -0.7462
H -13.8362 -30.3121 1.5585 0.1234 -0.0243 -0.3045
H -13.8169 -28.5943 1.1099 -0.0055 0.0297 -0.5859
H -12.7723 -29.1773 2.3483 0.3597 -0.0143 0.1445
H -10.8790 -28.2033 0.7501 0.0301 -0.0884 0.6517
H -12.0000 -27.9547 -0.5066 -0.5280 -0.0382 -0.2962
H -10.8146 -29.7844 -1.8044 -0.6327 -0.3070 -0.1185
H -9.8678 -30.0413 -0.4092 0.6675 0.0154 -0.0010
H -9.6701 -27.3687 -1.6776 -0.1106 -0.2351 -0.2298
H -9.3572 -29.1681 -3.4556 0.3660 -0.6329 -0.6922
H -7.9320 -29.6264 -2.4262 -0.1601 -0.1725 0.0358
H -7.0107 -28.3267 -3.9229 0.1392 0.4318 -0.6893
H -7.1835 -27.2286 -2.5676 0.1524 -0.1825 0.3211
H -7.4616 -24.8268 -4.0865 0.2116 -0.0667 0.5529
H -7.8320 -25.4656 -5.6187 0.0485 -0.1887 -0.2374
H -6.4497 -26.1373 -4.7600 0.0096 -0.2127 0.1706
C -9.9189 -32.0885 6.9501 0.0247 0.1435 -0.1315
O -8.8983 -31.7462 7.8482 0.2897 0.3489 0.7828
C -9.0061 -32.3722 9.1336 1.2828 0.6222 -0.0488
C -8.0346 -31.7218 10.1399 -0.4669 1.0463 0.1936
N -8.5824 -30.5462 10.8528 0.5512 0.5549 0.6212
C -7.6133 -30.0618 11.8679 -0.7263 0.3099 0.9293
C -8.2793 -28.9906 12.7350 0.6946 0.7837 -0.7376
O -8.2071 -27.7381 12.0115 -0.8704 -0.1016 0.7032
C -8.8572 -26.6465 12.6635 0.1469 -0.0973 0.1457
H -10.3395 -33.0757 7.1416 -0.0161 -0.1384 0.0727
H -9.4952 -32.0854 5.9458 -0.0430 0.0168 -0.0176
H -10.7082 -31.3385 6.9998 -0.3060 -0.0183 -0.0632
H -8.6664 -33.3937 8.9628 -0.4377 -0.3701 0.4099
H -10.0056 -32.2828 9.5592 -0.2138 -0.2642 -0.1535
H -7.1121 -31.3783 9.6718 0.3000 -0.6756 -0.3810
H -7.8187 -32.3867 10.9762 0.1498 -0.5453 -0.4316
H -8.4788 -29.7006 10.3102 -0.9711 -0.1889 -1.2738
H -6.7718 -29.5678 11.3822 0.4609 -0.2249 0.0765
H -7.2654 -30.8252 12.5637 0.0215 -0.3731 -0.3025
H -7.7203 -28.8282 13.6565 -0.0617 -0.2850 0.3001
H -9.3079 -29.2960 12.9269 -0.1713 0.1870 0.1379
H -8.4614 -26.3287 13.6282 1.2234 -0.1559 0.0347
H -9.8663 -26.8354 13.0296 -0.6232 -0.4310 -0.9451
H -8.7971 -25.7991 11.9806 -0.2570 -0.1195 0.0692
C -5.9010 -16.4802 8.2783 -0.6914 -1.2871 1.1441
O -6.5523 -17.5871 9.0629 0.1478 1.3872 -2.4125
C -6.5865 -17.2854 10.4468 1.0503 -0.4993 -0.9486
C -7.1315 -18.4584 11.2314 -1.2078 -0.0118 0.1530
N -8.6032 -18.6671 11.0699 0.6555 -0.3528 0.5204
C -8.9727 -19.2352 9.7817 0.1379 1.6063 -1.1304
C -10.4744 -19.5243 9.7106 0.7023 -0.6579 1.6865
O -10.7330 -20.5065 10.7582 0.2843 -0.9188 -0.9769
C -10.6930 -21.8672 10.2393 -1.3704 1.4878 0.9873
H -6.2496 -15.5118 8.6372 0.1469 0.0157 0.3015
H -6.1330 -16.4892 7.2133 -0.3839 -0.7057 0.1647
H -4.8206 -16.5944 8.3668 0.0558 0.2022 0.2360
H -7.1412 -16.3584 10.5914 -0.2120 -0.0222 0.4163
H -5.5251 -17.1307 10.6404 0.0987 0.2489 1.0932
H -6.9440 -18.2730 12.2890 -0.1733 0.3111 0.1071
H -6.6622 -19.4292 11.0719 0.7469 0.1496 -0.7040
H -8.7573 -19.4667 11.6674 -0.5435 0.1798 0.7695
H -8.3276 -20.0729 9.5165 -0.2714 -0.7965 0.0824
H -8.6548 -18.5106 9.0321 -0.4666 0.1738 -0.2352
H -10.7771 -19.8368 8.7112 -0.0869 -0.3300 0.0290
H -11.1207 -18.7143 10.0486 0.4759 0.4812 -0.3670
H -10.8498 -22.5388 11.0834 0.7727 0.0011 0.1442
H -9.7905 -22.0436 9.6541 -0.2126 -0.2733 -0.0459
H -11.6569 -21.9544 9.7379 0.3501 -0.3983 -1.0126
Br -12.2702 -26.7712 18.8366 -0.6670 0.9502 0.6936
C -12.9180 -25.1601 19.8485 0.9645 0.4812 0.5039
C -11.7072 -24.2961 20.0905 1.2381 0.6517 -0.2290
Br -12.1184 -22.7282 21.2712 0.0081 -0.7901 -0.6867
H -13.2328 -25.3735 20.8700 -0.6161 -0.8616 -0.4684
H -13.6631 -24.5970 19.2866 -0.0335 -0.5457 -0.0693
H -11.2360 -23.9184 19.1831 -0.4486 0.3178 -0.0333
H -10.8803 -24.8006 20.5902 -0.4429 -0.2058 0.2852
Br -1.4603 -20.8169 14.7258 -0.7952 -0.5800 0.1001
C -2.9841 -22.0726 15.0904 -0.0165 0.7987 1.1864
C -2.3843 -23.4485 15.2512 0.2887 0.0083 -0.9666
Br -3.6885 -24.8520 15.7464 0.4466 0.6853 -0.3395
H -3.7378 -21.9139 14.3191 0.4417 -0.4401 -0.2392
H -3.4419 -21.7251 16.0166 0.2249 0.1021 0.0164
H -1.5638 -23.5121 15.9659 -0.4092 0.2571 0.1692
H -1.9410 -23.6354 14.2731 -0.1831 -0.8396 0.0607
Br -0.4093 -33.3950 16.2679 -1.0002 0.2351 0.0814
C -1.8706 -34.2975 15.2663 0.7821 -0.2367 0.7182
C -1.1910 -35.3797 14.4760 0.2641 0.9175 -0.5578
Br 0.1334 -34.4729 13.2230 -1.0043 -1.0252 0.2361
H -2.4853 -33.6421 14.6493 0.5067 0.3213 0.1435
H -2.5134 -34.7561 16.0177 0.0760 0.0785 0.0803
H -1.9971 -35.8814 13.9406 0.5758 -0.3006 -0.4814
H -0.5821 -36.0359 15.0979 -0.2176 0.0278 -0.2326
C -0.9681 -28.4282 12.1273 -0.4934 -0.7672 0.1090
C 0.0068 -27.8830 11.0957 0.4910 0.4959 1.7775
O -0.4441 -28.4117 9.8980 -0.5844 -0.4297 -2.0402
C -1.4070 -29.3609 10.0621 -1.1292 -1.5052 -1.4001
O -1.9736 -30.0204 9.1753 2.1482 2.4376 2.8981
O -1.6236 -29.4960 11.3885 -0.3745 0.1663 0.1008
H -1.7014 -27.6998 12.4733 -0.2152 -0.0159 -0.3698
H -0.5450 -28.8660 13.0314 0.2812 -0.0758 -0.2726
H 1.0339 -28.1758 11.3135 0.0403 -0.3384 -0.2600
H 0.0054 -26.7935 11.1308 -0.2128 0.0158 -0.5593
C -8.6524 -35.3048 -2.0477 0.3609 1.2381 0.8644
C -7.5140 -36.2348 -2.2259 -0.2427 -2.4546 -2.8077
O -6.5061 -35.8555 -1.3699 1.6582 -0.2036 -0.0752
C -6.9262 -34.9049 -0.5654 1.3110 2.0644 2.6675
O -6.1897 -34.3245 0.2549 -3.0781 -1.7762 -2.6452
O -8.2590 -34.7202 -0.8091 0.1891 1.0511 2.2311
H -9.6256 -35.7901 -1.9740 0.0919 0.2825 0.0325
H -8.6276 -34.4160 -2.6782 -0.4321 -0.5589 -0.8405
H -7.1757 -36.2478 -3.2620 0.3920 0.3773 -0.0409
H -7.7560 -37.2883 -2.0856 -0.2515 -0.0107 0.6213
C -13.6407 -29.0286 9.7963 -1.0926 2.0362 -1.4256
C -14.4662 -30.2407 9.5212 0.4034 -0.6672 1.9745
O -15.5559 -29.8274 8.6943 -0.8610 -3.0734 1.6372
C -15.4936 -28.5647 8.4386 1.6067 2.5626 -5.3113
O -16.1343 -27.9849 7.5512 0.7276 -1.1499 3.3858
O -14.2603 -28.1275 8.8162 0.6111 1.3550 0.5211
H -12.5775 -29.1963 9.6244 -0.1162 0.5019 -0.1201
H -13.8625 -28.4925 10.7190 0.4507 -0.6527 0.4070
H -14.7531 -30.4961 10.5413 -0.9671 -0.8818 -0.3699
H -13.8316 -31.0419 9.1424 -0.7101 -0.0441 -0.6941
C -5.7410 -26.6080 5.9405 -1.4662 -1.1313 -0.0223
C -6.7235 -27.2413 6.9370 0.7539 -1.4180 -0.5678
O -6.1275 -26.8830 8.1740 -2.2078 -1.6284 1.5469
C -5.3056 -25.8897 8.0600 1.8612 2.3007 1.8446
O -4.8140 -25.2464 8.9956 -1.2128 -1.7431 -2.9107
O -5.0805 -25.7133 6.7484 1.7133 2.8482 0.2223
H -6.3807 -26.1362 5.1947 0.7734 0.3078 -0.3842
H -4.9907 -27.2916 5.5432 -0.3562 -0.1213 -0.3068
H -6.7218 -28.3289 6.8640 0.0200 0.0011 0.1458
H -7.7614 -26.9366 6.8033 0.1363 0.5484 0.4769
C -11.8074 -33.6664 16.2630 -2.1291 1.1483 0.2690
C -12.8041 -33.1500 15.1953 -0.7307 1.4477 3.3321
O -12.5478 -33.9112 14.1022 -0.5770 -0.5317 -1.8800
C -11.4877 -34.7029 14.3098 1.3701 -2.1866 -3.9280
O -11.0547 -35.4777 13.4342 -1.2916 2.4844 3.4221
O -10.9878 -34.4477 15.5033 2.7102 -1.6671 -0.2902
H -12.3172 -34.3136 16.9768 0.1684 0.2787 0.3807
H -11.3359 -32.7889 16.7055 0.4915 -0.5769 0.2724
H -12.6722 -32.0702 15.1272 0.2663 0.0066 -1.0578
H -13.8078 -33.2498 15.6083 -0.2818 -0.3976 -0.5395
C -3.3893 -35.8128 8.2234 1.1444 -0.7477 -1.1372
C -2.8956 -37.1459 7.5094 -0.9526 2.8830 -0.3910
O -3.9177 -38.0223 7.8800 -0.1927 -1.5170 0.1236
C -4.6868 -37.5318 8.8693 -3.2509 -3.1224 1.7590
O -5.5953 -38.1632 9.4536 3.2086 1.9843 -2.1954
O -4.3766 -36.2953 9.1434 1.0331 2.0158 0.4142
H -3.8342 -35.1178 7.5112 -0.4316 -0.2727 0.0251
H -2.5181 -35.2708 8.5912 -0.4208 -0.1551 1.1319
H -1.8680 -37.4442 7.7172 -0.3373 -0.3718 0.4719
H -2.9868 -36.8891 6.4540 0.1984 -0.6683 -0.1913
C -12.7742 -38.8430 8.9387 1.6397 1.1435 0.2984
C -13.4605 -39.6257 10.0214 -0.1434 1.1722 0.8575
O -14.1874 -40.5138 9.2738 -1.2726 -2.5195 -1.4262
C -13.8866 -40.4361 7.9110 -2.3489 -3.2849 0.2519
O -14.2797 -41.2198 7.0748 0.4715 1.2693 1.4996
O -13.1478 -39.4155 7.7294 0.5177 1.2929 -2.0710
H -11.7016 -39.0269 8.8760 0.2147 1.0836 0.8956
H -13.1487 -37.8194 8.9351 0.8141 0.1658 0.0013
H -14.1478 -38.9822 10.5704 -0.1020 0.0399 0.0737
H -12.8241 -40.0799 10.7809 0.2303 -0.3520 -0.3700
C -6.0006 -29.8892 21.0652 -0.1203 -0.8714 1.8376
C -4.8884 -30.9549 21.2531 -0.2502 1.5551 0.3849
O -5.1434 -31.8620 20.2233 0.5337 -1.5150 -0.8433
C -5.9501 -31.3767 19.2960 -0.3580 2.7591 -0.3463
O -6.1139 -31.7184 18.1693 -0.1634 -0.4555 0.9260
O -6.5010 -30.1727 19.8087 -0.4570 -1.1245 -1.6555
H -5.8012 -28.8235 21.1779 0.7113 -0.1871 -0.3240
H -6.6780 -30.1210 21.8871 -0.9128 0.1368 -0.3255
H -5.0266 -31.5235 22.1727 0.5781 0.4460 0.1044
H -3.9415 -30.4341 21.1109 0.4357 -0.7470 0.2286
```
Positions in Å, forces in eV/Å.

Results
HOMO level	-8.3	eV
spin multiplicity	1
HOMO-LUMO gap	8.1	eV
DFT total energy	-19747.5516	Eh
F_max	6.11	eV/A

Mulliken atomic charge list, values in e, 4 entries: -0.740 -0.287 -0.546 -0.517